DFT (the ωB97M-V functional and the def2-TZVPD basis) results for a 3-piece molecular cluster, C3H10N4 overall at a distorted geometry.

The LUMO energy comes out at -8.3 eV. Its net charge is +2. As for the energy above the lowest of the compared OMol25 structures with the same formula, charge and spin: 408.7 kJ/mol. For the HOMO energy, the calculation gives -15.99 eV.

CARTESIAN COORDINATES (ANGSTROEM)
C 3.080 -3.778 3.100
C -5.489 6.811 -4.764
C -4.827 5.149 -6.466
N -5.546 7.554 -3.894
N 2.403 -4.908 3.089
N 4.095 -3.286 3.671
N 4.690 -4.064 4.782
H 2.560 -3.101 2.416
H -3.734 5.188 -6.171
H -5.431 4.314 -6.164
H -5.187 5.499 -7.411
H -5.619 8.191 -3.161
H 1.702 -5.145 2.458
H 2.483 -5.743 3.601
H 5.400 -4.801 4.402
H 5.442 -3.490 5.122
H 3.979 -4.390 5.390